Entry 1:
Entry from the OMol25 dataset: a structure of composition C23H28IrN2O7PS (ωB97M-V/def2-TZVPD).

As for the multiplicity: 2. Its charge is -1. The expectation value of S² is 0.7559. As for the total energy: -64587.2943 eV. The value obtained for the energy relative to the best compared isomer or geometry (same formula, charge and spin) is 0.000 eV. For the HOMO-LUMO gap (alpha / beta), the calculation gives 7.41 / 6.98 eV. Its largest force on an atom is 0.01323 hartree/bohr.

Geometry as XYZ:
```
63
Properties=species:S:1:pos:R:3:forces:R:3:lowdin_charge:R:1
Ir -2.191 -0.094 -0.372 -0.264 -0.404 0.434 1.402
O 1.319 0.895 -3.034 -0.048 -0.074 0.078 0.069
C 1.369 2.203 -2.740 -0.010 0.029 0.000 -0.282
C 2.366 2.954 -3.368 0.020 0.011 -0.016 -0.023
C 2.508 4.300 -3.100 -0.002 0.000 -0.003 -0.099
C 1.660 4.932 -2.194 -0.011 0.006 0.001 -0.106
C 0.676 4.193 -1.568 -0.015 0.016 0.007 -0.037
C 0.506 2.832 -1.827 0.034 -0.008 -0.024 -0.086
C -0.529 2.060 -1.099 -0.128 0.100 0.068 -0.422
O -0.861 0.909 -1.614 0.128 -0.343 0.434 -0.210
N -1.008 2.573 0.002 0.078 -0.010 0.047 0.084
N -1.856 1.682 0.635 0.073 -0.285 -0.190 -0.145
C -2.181 1.864 1.856 -0.024 0.036 -0.012 -0.073
C -2.924 0.927 2.677 0.063 -0.085 -0.084 -0.139
C -3.054 1.299 4.026 -0.029 -0.017 0.065 -0.069
C -3.672 0.504 4.962 0.031 0.079 0.010 -0.120
C -4.186 -0.727 4.547 -0.004 -0.063 -0.064 -0.100
C -4.081 -1.127 3.237 -0.082 0.000 0.075 -0.020
C -3.459 -0.330 2.251 -0.060 0.224 -0.220 -0.340
O -3.485 -0.799 1.029 0.493 -0.158 0.042 -0.244
H 0.603 0.494 -2.493 0.023 -0.036 -0.134 0.079
H 3.025 2.442 -4.057 -0.007 -0.001 0.001 0.114
H 3.290 4.862 -3.595 -0.003 -0.001 -0.002 0.096
H 1.770 5.987 -1.981 -0.002 -0.005 0.002 0.091
H 0.009 4.652 -0.850 0.004 -0.002 0.000 0.105
H -1.820 2.776 2.329 -0.017 0.003 -0.003 0.128
H -2.634 2.253 4.328 -0.005 -0.005 -0.002 0.103
H -3.745 0.818 5.994 0.000 0.006 -0.005 0.088
H -4.666 -1.382 5.265 0.001 -0.004 -0.007 0.096
H -4.469 -2.084 2.911 0.001 0.007 -0.009 0.113
S -4.700 -0.086 -2.584 0.031 -0.049 -0.041 0.622
C -3.505 -0.085 -1.582 -0.181 0.489 -0.068 -0.954
C 3.403 0.996 0.144 -0.013 -0.019 0.004 -0.022
C 2.456 0.148 0.982 0.032 -0.094 0.016 -0.621
C 3.240 -0.894 1.770 0.027 -0.001 0.104 -0.049
C 1.640 1.030 1.920 -0.011 -0.059 -0.033 -0.027
O 1.594 -0.489 0.007 -0.006 0.045 -0.028 -0.165
P 0.521 -1.643 0.348 -0.049 -0.087 -0.029 0.284
O 1.124 -2.795 1.048 -0.059 -0.020 0.144 -0.272
O -0.699 -0.980 0.990 0.059 0.346 -0.583 -0.386
O 0.099 -2.000 -1.170 0.017 0.241 0.045 -0.206
C 0.099 -3.317 -1.765 -0.034 0.033 0.014 -0.632
C -0.779 -4.254 -0.945 -0.025 -0.019 0.017 -0.033
C -0.505 -3.104 -3.149 -0.029 -0.017 0.052 -0.029
C 1.527 -3.833 -1.878 -0.012 -0.010 -0.012 -0.032
H 4.082 1.555 0.792 -0.010 -0.013 -0.001 0.086
H 2.838 1.703 -0.463 -0.007 0.038 -0.023 0.073
H 3.990 0.360 -0.519 -0.015 0.010 -0.004 0.091
H 3.985 -0.386 2.388 0.028 0.017 -0.020 0.082
H 3.745 -1.582 1.093 0.008 0.005 -0.002 0.088
H 2.586 -1.482 2.412 0.040 0.023 -0.041 0.073
H 2.305 1.499 2.650 -0.012 0.000 -0.022 0.086
H 0.893 0.438 2.451 -0.008 0.013 0.003 0.080
H 1.130 1.810 1.355 -0.074 0.045 -0.003 0.071
H -1.783 -3.833 -0.854 0.009 -0.002 0.010 0.090
H -0.361 -4.390 0.052 -0.016 0.008 -0.025 0.073
H -0.852 -5.223 -1.442 0.002 -0.008 -0.003 0.083
H -1.471 -2.603 -3.060 0.019 -0.003 0.004 0.081
H -0.654 -4.065 -3.646 0.025 0.001 0.010 0.083
H 0.152 -2.492 -3.766 0.006 0.071 0.008 0.085
H 1.960 -3.963 -0.888 0.000 0.001 0.004 0.072
H 2.130 -3.118 -2.442 0.015 -0.005 0.012 0.089
H 1.533 -4.790 -2.407 0.007 0.006 0.005 0.083
```
Positions in Å, forces in eV/Å.

=====

Entry 2:
Entry from the OMol25 dataset: a structure of composition C23H28MnN3O4PS2SiTe (ωB97M-V/def2-TZVPD).

As for the multiplicity: 5. Its charge is -1. The expectation value of S² is 6.2600. As for the total energy: -114423.2278 eV. The value obtained for the energy relative to the best compared isomer or geometry (same formula, charge and spin) is 0.993 eV. For the HOMO-LUMO gap (alpha / beta), the calculation gives 5.36 / 7.31 eV. Its largest force on an atom is 0.01360 hartree/bohr.

Geometry as XYZ:
```
64
Properties=species:S:1:pos:R:3:forces:R:3:lowdin_charge:R:1
Mn 0.108 0.560 -0.182 0.288 0.069 0.313 0.502
S 1.960 -0.497 -1.094 0.100 -0.152 0.049 0.706
C 2.275 -1.728 0.089 -0.329 0.082 0.347 -0.698
C 3.255 -2.705 -0.263 0.086 -0.171 -0.023 -0.281
N 4.032 -3.494 -0.579 0.009 0.018 0.003 0.161
C 1.638 -1.777 1.296 0.127 0.066 -0.416 -0.721
S 0.506 -0.570 1.818 -0.171 -0.072 0.056 0.717
C 1.882 -2.853 2.205 0.143 -0.165 0.016 -0.290
N 2.080 -3.717 2.939 -0.066 0.028 0.016 0.160
C -1.315 3.934 1.179 -0.122 -0.276 0.014 -0.166
Si -1.879 2.936 -0.308 -0.036 0.089 -0.041 0.436
C -1.010 3.291 -1.944 -0.010 -0.304 -0.094 -0.161
C -3.636 3.528 -0.698 0.200 0.025 0.063 -0.192
N -1.736 1.215 0.017 0.235 0.216 -0.232 -0.153
C -2.797 0.338 -0.113 -0.065 -0.269 0.014 -0.292
C -4.114 0.633 0.268 0.025 -0.080 0.064 -0.052
C -5.160 -0.247 0.057 -0.036 -0.054 -0.022 -0.103
C -4.939 -1.481 -0.535 0.012 0.013 0.002 -0.105
C -3.643 -1.831 -0.887 0.068 0.038 0.075 -0.024
C -2.605 -0.949 -0.652 0.072 -0.043 0.043 -0.202
O -1.290 -1.267 -0.992 -0.139 0.152 -0.062 -0.087
C -0.865 -2.587 -0.872 -0.085 -0.018 -0.001 -0.301
C -0.142 -3.115 -1.928 -0.055 0.073 0.087 -0.028
C 0.407 -4.382 -1.799 0.027 -0.006 0.010 -0.080
C 0.216 -5.110 -0.635 0.036 -0.051 -0.030 -0.090
C -0.541 -4.579 0.399 -0.016 0.018 0.082 -0.079
C -1.089 -3.311 0.292 0.074 0.082 -0.190 -0.032
H -0.974 4.932 0.922 0.014 0.133 -0.106 0.019
H -0.508 3.435 1.717 0.003 0.005 -0.052 0.025
H -2.174 4.022 1.850 0.021 0.013 0.080 0.025
H -0.573 4.280 -2.011 -0.038 0.150 0.067 -0.003
H -1.779 3.204 -2.718 0.038 0.002 -0.076 0.032
H -0.212 2.586 -2.202 -0.087 0.084 0.084 0.016
H -3.503 4.540 -1.090 -0.025 0.066 -0.047 0.031
H -4.307 3.596 0.154 -0.037 0.014 0.108 0.016
H -4.121 2.935 -1.472 -0.011 -0.073 -0.057 0.033
H -4.310 1.572 0.757 0.021 0.075 0.052 0.087
H -6.157 0.037 0.369 -0.025 -0.013 0.007 0.096
H -5.754 -2.171 -0.704 -0.012 -0.015 -0.011 0.093
H -3.424 -2.795 -1.325 -0.004 -0.037 -0.023 0.119
H 0.014 -2.515 -2.813 0.006 0.012 0.001 0.117
H 1.008 -4.786 -2.602 0.016 -0.019 -0.023 0.105
H 0.674 -6.083 -0.522 0.002 -0.030 -0.015 0.101
H -0.672 -5.139 1.315 -0.007 0.001 0.004 0.106
H -1.647 -2.871 1.105 -0.034 0.045 0.038 0.122
C 1.010 6.363 -2.024 0.078 0.025 0.012 -0.091
C 1.846 5.952 -0.833 0.154 -0.078 0.146 -0.330
O 1.360 4.727 -0.265 -0.061 -0.133 -0.010 -0.315
P 2.173 3.333 -0.264 0.274 -0.118 0.179 0.091
O 1.158 2.247 0.008 -0.413 0.497 -0.266 -0.503
Te 3.555 3.146 -2.154 -0.047 0.008 0.008 0.360
O 3.000 3.359 1.119 -0.149 -0.011 -0.130 -0.280
C 4.066 4.280 1.351 0.096 -0.039 -0.116 -0.308
C 3.633 5.334 2.349 0.041 -0.020 -0.007 -0.072
H 1.343 7.338 -2.385 0.027 0.002 -0.005 0.076
H -0.043 6.441 -1.757 -0.056 0.002 0.037 0.071
H 1.124 5.637 -2.828 0.000 -0.015 -0.009 0.062
H 1.793 6.694 -0.032 0.009 0.011 -0.085 0.110
H 2.891 5.820 -1.132 -0.100 0.078 -0.010 0.049
H 4.392 4.715 0.400 0.002 0.010 0.098 0.065
H 4.900 3.688 1.736 -0.026 0.064 0.006 0.118
H 2.805 5.921 1.958 -0.056 0.024 -0.023 0.059
H 4.460 6.009 2.576 0.031 0.000 -0.027 0.074
H 3.308 4.865 3.276 -0.019 -0.026 0.030 0.078
```
Positions in Å, forces in eV/Å.

=====

Entry 3:
Entry from the OMol25 dataset: the molecule C23H28N2O3S (ωB97M-V/def2-TZVPD).

As for the total energy: -44263.2667 eV. The value obtained for the energy relative to the best compared isomer or geometry (same formula, charge and spin) is 2.046 eV. For the HOMO-LUMO gap, the calculation gives 9.87 eV. Its largest force on an atom is 0.01739 hartree/bohr. As for the SMILES: C=CCN(c1ccccc1)S(=O)(=O)c1cccc(C(=O)N2C[C@H](C)C[C@@H](C)C2)c1.

Geometry as XYZ:
```
57
Properties=species:S:1:pos:R:3:forces:R:3:lowdin_charge:R:1
C 4.983 1.952 -1.283 0.119 0.108 -0.028 0.025
C 4.587 1.912 -0.024 0.092 0.086 0.216 -0.169
C 4.318 0.622 0.697 0.410 -0.083 -0.215 -0.185
N 2.943 0.163 0.545 -0.237 -0.530 -0.680 -0.183
C 1.891 0.918 1.129 -0.454 0.260 0.470 -0.299
C 1.247 0.384 2.240 0.121 0.166 0.020 -0.018
C 0.153 1.031 2.786 0.001 -0.040 0.091 -0.066
C -0.300 2.214 2.226 -0.052 0.018 0.000 -0.080
C 0.348 2.753 1.127 0.007 0.087 -0.009 -0.077
C 1.442 2.110 0.574 0.058 0.028 0.007 -0.030
S 2.533 -0.505 -0.936 -0.371 -0.284 0.194 0.694
O 1.909 0.445 -1.818 -0.075 -0.065 0.248 -0.276
O 3.674 -1.225 -1.420 0.178 -0.158 0.209 -0.280
C 1.271 -1.637 -0.369 0.304 0.396 -0.226 -0.246
C 1.556 -2.961 -0.102 0.152 -0.053 -0.035 -0.040
C 0.557 -3.765 0.427 0.047 0.031 -0.036 -0.050
C -0.695 -3.236 0.697 -0.103 0.147 -0.023 0.003
C -0.977 -1.904 0.410 0.332 -0.017 0.072 -0.118
C -2.293 -1.316 0.825 0.147 -0.100 0.072 -0.413
O -2.624 -1.352 1.999 0.032 -0.155 0.257 0.066
N -3.059 -0.749 -0.130 -0.166 0.133 -0.100 -0.026
C -2.811 -0.764 -1.552 0.100 0.044 -0.530 -0.111
C -2.913 0.648 -2.153 -0.035 -0.018 0.010 -0.328
C -1.751 1.540 -1.724 -0.169 -0.181 -0.129 -0.055
C -4.269 1.257 -1.776 0.267 0.014 0.131 -0.146
C -4.501 1.231 -0.265 -0.291 -0.160 -0.185 -0.356
C -5.881 1.774 0.090 0.316 -0.067 0.006 -0.067
C -4.352 -0.207 0.234 -0.056 0.360 0.380 -0.107
C 0.023 -1.103 -0.124 -0.295 -0.127 -0.070 -0.029
H 5.133 2.881 -1.806 0.005 0.189 -0.046 0.059
H 5.160 1.047 -1.840 0.047 -0.220 -0.112 0.062
H 4.389 2.820 0.531 0.015 0.155 -0.040 0.100
H 4.930 -0.178 0.278 0.145 0.131 0.188 0.114
H 4.516 0.717 1.769 -0.045 -0.102 -0.127 0.129
H 1.604 -0.546 2.656 0.025 -0.139 -0.005 0.126
H -0.356 0.602 3.635 -0.059 -0.054 0.068 0.110
H -1.161 2.713 2.646 -0.077 0.042 0.035 0.104
H -0.005 3.676 0.689 -0.033 0.070 -0.037 0.107
H 1.930 2.503 -0.304 0.005 0.024 -0.077 0.111
H 2.545 -3.336 -0.310 0.110 -0.121 0.004 0.115
H 0.760 -4.803 0.644 0.025 -0.079 -0.001 0.108
H -1.464 -3.853 1.136 -0.061 -0.054 0.066 0.124
H -1.830 -1.193 -1.758 -0.145 -0.013 -0.022 0.123
H -3.571 -1.401 -2.027 0.090 -0.003 0.000 0.135
H -2.874 0.540 -3.242 -0.014 -0.056 0.056 0.140
H -1.893 2.546 -2.115 0.017 0.141 -0.007 0.085
H -0.806 1.161 -2.110 0.140 -0.009 0.010 0.074
H -1.683 1.603 -0.641 0.070 0.051 0.113 0.059
H -4.325 2.283 -2.143 -0.052 0.046 -0.068 0.119
H -5.065 0.687 -2.263 -0.109 -0.011 -0.021 0.122
H -3.745 1.849 0.227 0.037 -0.043 0.038 0.138
H -6.035 1.753 1.166 -0.089 0.027 0.131 0.079
H -5.985 2.801 -0.253 -0.066 0.110 -0.027 0.078
H -6.660 1.176 -0.379 -0.126 -0.063 -0.059 0.080
H -4.435 -0.256 1.321 -0.067 -0.030 -0.160 0.127
H -5.139 -0.830 -0.210 -0.017 0.001 0.001 0.141
H -0.149 -0.064 -0.344 -0.153 0.169 -0.017 0.097
```
Positions in Å, forces in eV/Å.